ORCA calculation (ωB97M-V/def2-TZVPD) on C5H9INS as an isolated structure in a non-equilibrium geometry.

Element x y z (Å)
C1 -0.8435 1.7018 0.2903
C2 -1.1084 -0.6857 -0.3854
C3 1.1734 -2.0654 0.8630
C4 -0.9611 0.7458 -0.8992
C5 0.6361 1.4278 0.1458
N1 0.4798 0.9079 -1.0457
S1 -0.1512 -0.8164 1.1596
I1 2.3993 2.1064 1.1012
H1 -1.0555 2.6368 -0.0877
H2 -1.2509 1.3788 1.1782
H3 -2.1360 -0.9518 -0.1849
H4 -0.8159 -1.5276 -0.9994
H5 0.7425 -3.1045 1.0424
H6 2.0256 -1.7791 1.5853
H7 -1.7878 1.0923 -1.7061
H8 1.5115 -1.9162 -0.1717
H9 1.1421 0.8492 -1.8858

Atomic forces in eV per Å
1.65 -1.49 -0.63
-0.41 -1.10 0.81
0.00 0.15 0.61
-1.90 -0.33 -1.57
0.75 0.42 0.33
1.90 1.36 -3.20
0.15 -0.73 0.62
-1.11 -0.47 -0.65
-0.56 2.35 -0.17
-1.31 0.05 1.96
-0.44 0.39 0.38
0.51 0.34 -0.76
0.86 1.43 -0.23
-1.44 -0.71 -1.08
2.49 -1.02 1.42
0.06 -0.35 0.32
-1.21 -0.29 1.86

For the HOMO energy, the calculation gives -13.0282 eV. The total energy comes out at -25747.892 eV. The total charge is +1. The energy above the lowest of the compared OMol25 structures with the same formula, charge and spin is 20.7 kJ/mol. The value obtained for the LUMO energy is -0.1547 Eh. The orbital gap is 8.818 eV. The max |F| is 4.0 eV Å⁻¹.


ORCA calculation (ωB97M-V/def2-TZVPD) on a 2-piece molecular cluster, C5H9IO overall in a non-equilibrium geometry.

Element x y z (Å)
C1 -1.2610 -0.1746 -1.5059
C2 -2.5037 0.1475 -0.6397
C3 -1.1718 0.5032 -0.1240
C4 2.1611 0.6201 0.4486
C5 1.6891 -0.4109 1.3256
O1 1.0935 -1.5598 0.9009
I1 1.8163 -0.2597 3.3300
H1 -1.0330 -1.2207 -1.6987
H2 -0.9985 0.4263 -2.4423
H3 -3.2260 1.0714 -0.8912
H4 -3.0668 -0.7515 -0.2075
H5 -0.6815 0.3013 0.8420
H6 1.4553 0.6173 -0.4517
H7 3.1895 0.4450 -0.0125
H8 2.1362 1.5878 0.9213
H9 0.4013 -1.3428 0.2051

Atomic forces in eV per Å
0.01 1.67 -0.03
-1.56 1.08 -0.16
-0.37 -1.49 -0.79
0.23 0.14 -2.94
-0.41 -1.21 0.52
-0.89 0.38 -1.22
0.12 0.08 1.01
0.05 -0.02 0.48
-0.60 -0.55 1.55
1.65 -2.29 0.27
0.85 1.44 -0.54
-0.24 0.20 -0.71
0.85 0.34 0.92
-0.92 0.13 0.69
0.09 0.36 0.04
1.13 -0.27 0.91

For the HOMO energy (spin up / spin down), the calculation gives -9.0566 / -6.9189 eV. The total energy comes out at -15473.321 eV. The energy above the lowest of the compared OMol25 structures with the same formula, charge and spin is 501.4 kJ/mol. The value obtained for the LUMO energy (spin up / spin down) is 0.0219 / -0.0150 Eh. The orbital gap (spin up / spin down) is 9.652 / 6.511 eV. The max |F| is 3.0 eV Å⁻¹.


ORCA calculation (ωB97M-V/def2-TZVPD) on a 2-piece molecular cluster, C5H9IO2 overall in a non-equilibrium geometry.

Element x y z (Å)
C1 -2.2595 -0.4176 1.3722
C2 -2.1564 -0.7713 -0.0546
C3 -1.1217 -0.3200 -0.7566
O1 -0.8813 -0.4614 -2.0933
H1 -2.0372 -1.1594 1.9916
H2 -3.1778 -0.0296 1.6062
H3 -1.7199 0.4668 1.6546
H4 -2.7961 -1.3644 -0.5186
H5 -0.3939 0.3109 -0.4473
H6 -1.0803 -1.3816 -2.1626
O2 3.1585 0.1394 -1.1930
C4 2.6211 1.1125 -0.4738
C5 2.3440 0.9656 0.8140
I1 2.3075 -0.9466 1.7342
H7 2.7970 0.2135 -2.1380
H8 2.4905 2.0015 -0.8987
H9 1.9054 1.6417 1.5636

Atomic forces in eV per Å
0.32 2.56 -2.14
4.02 2.67 0.93
-1.78 0.01 -0.47
-0.14 -0.67 -0.17
0.94 -3.24 2.76
-3.02 0.28 0.48
1.28 0.20 -0.21
-3.17 -2.65 -1.79
1.89 2.00 2.02
-0.25 -1.15 -1.39
-0.53 -0.94 -3.09
0.06 -2.20 3.24
-0.85 -0.82 1.28
0.25 0.31 -0.32
0.98 -0.24 1.92
-0.51 3.72 -1.90
0.51 0.16 -1.16

For the HOMO energy, the calculation gives -8.6763 eV. The total energy comes out at -17523.334 eV. The energy above the lowest of the compared OMol25 structures with the same formula, charge and spin is 262.3 kJ/mol. The value obtained for the LUMO energy is 0.0186 Eh. The orbital gap is 9.181 eV. As for the SMILES: C/C=C/O.O/C=C\I. The max |F| is 4.9 eV Å⁻¹.


ORCA calculation (ωB97M-V/def2-TZVPD) on C5H9MgO4Rb as an isolated structure in a non-equilibrium geometry.

Element x y z (Å)
O1 0.7332 -2.5624 0.8226
C1 1.8044 -2.0558 0.3190
C2 1.9259 -0.7944 -0.2527
O2 0.6335 -0.2361 -0.4629
C3 0.3420 1.0689 -0.0269
C4 -1.1435 1.2803 -0.2002
O3 -1.8117 0.2476 0.5071
C5 -3.2203 0.3619 0.4859
Rb1 -1.1462 -2.2285 0.6572
H1 2.7324 -2.6620 0.3736
H2 0.8803 1.8311 -0.6154
H3 0.6093 1.1915 1.0372
H4 -1.4217 1.2340 -1.2666
H5 -1.4321 2.2655 0.1995
H6 -3.6316 -0.4578 1.0857
H7 -3.5342 1.3242 0.9187
H8 -3.6015 0.2810 -0.5445
Mg1 3.7514 0.1996 0.3459
O4 4.2579 0.1315 -1.4597
H9 3.2725 -0.4199 -1.9234

Atomic forces in eV per Å
10.69 -2.17 0.39
0.95 0.38 0.88
-0.17 -0.06 0.93
-0.78 0.37 0.32
0.29 -0.42 -0.13
-0.10 0.08 -0.10
-0.40 0.76 0.15
0.07 0.22 -0.11
-11.25 0.89 -0.89
-0.01 0.22 -0.09
0.04 -0.10 0.07
-0.02 -0.01 -0.10
0.09 0.02 0.20
0.02 -0.12 -0.09
0.06 0.20 -0.10
-0.06 -0.22 -0.10
0.00 0.07 0.20
-1.07 -0.99 -2.23
-2.84 -1.68 -1.97
4.49 2.56 2.78

For the HOMO energy, the calculation gives -5.9911 eV. The total energy comes out at -19614.182 eV. The energy above the lowest of the compared OMol25 structures with the same formula, charge and spin is 282.6 kJ/mol. The value obtained for the LUMO energy is -0.0352 Eh. The orbital gap is 5.034 eV. The max |F| is 11.3 eV Å⁻¹.


ORCA calculation (ωB97M-V/def2-TZVPD) on the molecule C5H9N in a non-equilibrium geometry.

Element x y z (Å)
C1 -0.6032 1.4404 -0.2587
C2 -0.4617 0.0543 0.3766
C3 -0.8537 -1.0644 -0.6093
C4 0.9567 -0.1600 0.9514
C5 1.9387 -0.5282 -0.0742
N1 2.6821 -0.8621 -0.8955
H1 -0.1683 2.2218 0.3753
H2 -1.6585 1.6877 -0.4162
H3 -0.1013 1.4779 -1.2327
H4 -1.1293 0.0130 1.2464
H5 -0.7937 -0.7091 -1.6432
H6 -1.8727 -1.4215 -0.4415
H7 -0.1847 -1.9276 -0.5381
H8 0.9436 -0.9653 1.6951
H9 1.3059 0.7432 1.4645

Atomic forces in eV per Å
0.01 0.04 -0.03
-0.04 0.01 0.03
-0.03 -0.05 -0.03
0.02 -0.01 0.06
0.65 -0.27 -0.75
-0.70 0.39 0.79
-0.11 -0.11 -0.06
0.15 -0.07 -0.04
-0.02 -0.01 0.16
0.11 0.01 -0.11
0.03 -0.05 0.14
0.08 0.11 -0.01
-0.13 0.07 0.07
0.02 0.07 -0.15
-0.04 -0.13 -0.08

For the HOMO energy, the calculation gives -11.4390 eV. The total energy comes out at -6820.829 eV. The energy above the lowest of the compared OMol25 structures with the same formula, charge and spin is 16.0 kJ/mol. The value obtained for the LUMO energy is 0.0313 Eh. The orbital gap is 12.291 eV. As for the SMILES: CC(C)CC#N. The max |F| is 1.1 eV Å⁻¹.


ORCA calculation (ωB97M-V/def2-TZVPD) on a 2-piece molecular cluster, C5H9N overall in a non-equilibrium geometry.

Element x y z (Å)
C1 -2.1148 -0.4229 0.9096
C2 -1.4529 0.3265 -0.2430
C3 0.0042 0.0958 -0.3847
C4 2.7171 0.4560 0.0183
C5 2.3790 -0.5252 -0.8685
N1 1.7337 -1.2601 -1.5425
H1 -1.6995 -0.1020 1.8710
H2 -3.1939 -0.2412 0.9316
H3 -1.9555 -1.5021 0.8137
H4 -1.6210 1.4123 -0.1582
H5 -1.9192 0.0580 -1.2053
H6 0.5057 -0.5678 0.2958
H7 0.5466 0.6749 -1.1079
H8 3.0121 0.1819 1.0260
H9 3.0583 1.4159 -0.3559

Atomic forces in eV per Å
-0.02 -0.01 0.01
-0.02 0.07 -0.10
-0.52 0.22 0.23
0.64 0.09 0.10
-0.80 -0.95 -0.86
1.17 0.69 0.66
-0.05 -0.06 -0.13
0.16 -0.03 0.00
-0.02 0.15 0.01
-0.02 -0.14 0.01
0.01 0.02 0.13
-0.15 0.10 -0.06
-0.15 -0.05 0.09
-0.12 0.02 -0.12
-0.13 -0.12 0.03

For the HOMO energy (spin up / spin down), the calculation gives -8.1541 / -8.8809 eV. The total energy comes out at -6816.722 eV. The energy above the lowest of the compared OMol25 structures with the same formula, charge and spin is 412.2 kJ/mol. The value obtained for the LUMO energy (spin up / spin down) is -0.0347 / 0.0061 Eh. The orbital gap (spin up / spin down) is 7.210 / 9.046 eV. The max |F| is 1.5 eV Å⁻¹.


ORCA calculation (ωB97M-V/def2-TZVPD) on the molecule C5H9N.

Element x y z (Å)
C1 2.0267 -1.1319 -1.8496
C2 1.0369 -0.5139 -1.2288
C3 1.0553 -0.1353 0.2401
C4 -0.1296 0.7160 0.6501
C5 -1.3160 0.1731 0.8894
N1 -2.4675 0.9433 1.1604
H1 2.0073 -1.4052 -2.9004
H2 2.9416 -1.4356 -1.3433
H3 0.1544 -0.2163 -1.7792
H4 1.0860 -1.0185 0.8705
H5 2.0030 0.3679 0.4456
H6 0.0018 1.7837 0.7285
H7 -1.4942 -0.8957 0.8314
H8 -3.1869 0.4556 1.6803
H9 -2.2534 1.7914 1.6697

Atomic forces in eV per Å
0.43 -0.36 -0.24
0.16 0.06 0.16
-0.05 0.36 -0.10
0.52 -0.73 0.01
-0.50 0.64 0.15
-0.12 -0.19 0.44
-0.25 0.17 0.08
-0.15 0.12 0.15
-0.13 -0.06 -0.07
-0.09 -0.36 -0.03
-0.10 0.16 0.05
-0.03 0.24 -0.07
0.10 0.01 -0.09
0.15 -0.11 -0.17
0.04 0.06 -0.23

For the HOMO energy, the calculation gives -8.2299 eV. The total energy comes out at -6819.671 eV. The energy above the lowest of the compared OMol25 structures with the same formula, charge and spin is 127.8 kJ/mol. The value obtained for the LUMO energy is 0.0445 Eh. The orbital gap is 9.441 eV. As for the SMILES: C=CC/C=C/N. The max |F| is 0.9 eV Å⁻¹.


ORCA calculation (ωB97M-V/def2-TZVPD) on the molecule C5H9N in a non-equilibrium geometry.

Element x y z (Å)
C1 -1.1877 -1.5306 1.6109
C2 -1.5531 -0.3335 1.1544
C3 -1.2292 0.1059 -0.2467
C4 0.1284 0.7689 -0.3107
C5 1.1420 0.2225 -0.9746
N1 2.4275 0.7202 -1.0848
H1 -1.5213 -1.8921 2.5747
H2 -0.5230 -2.1633 1.0362
H3 -2.1843 0.3106 1.7553
H4 -1.3309 -0.6992 -0.9858
H5 -1.9949 0.7788 -0.6469
H6 0.1266 1.6758 0.2843
H7 1.0580 -0.7759 -1.3789
H8 3.1074 0.4597 -1.7673
H9 2.5608 1.6913 -0.8911

Atomic forces in eV per Å
-0.15 0.59 0.15
-0.41 -0.99 -0.28
0.09 0.20 -0.62
-0.99 -0.31 -0.14
0.58 -0.04 0.03
0.53 0.80 0.55
0.19 0.04 0.09
-0.13 -0.13 -0.10
0.02 0.03 0.08
0.48 -0.34 0.45
0.02 0.37 0.46
0.71 0.22 -0.30
-0.34 -0.04 -0.28
-0.35 -0.80 -0.43
-0.23 0.39 0.34

For the HOMO energy, the calculation gives -7.8437 eV. The total energy comes out at -6819.513 eV. The energy above the lowest of the compared OMol25 structures with the same formula, charge and spin is 142.9 kJ/mol. The value obtained for the LUMO energy is 0.0443 Eh. The orbital gap is 9.050 eV. As for the SMILES: C=CC/C=C/N. The max |F| is 1.1 eV Å⁻¹.


What is the formula in the sixth record? C5H9N